Molecular formula: C6H6S
Method: DFT, ωB97M-V/def2-TZVPD

Last columns: bonded neighbours and bond lengths (Å).
Cartesian coordinates (Å):
1 C -0.248 -1.743 -0.757  C2 1.327, C3 1.489, H8 1.193
2 C -0.305 -0.738 0.107  C1 1.327, C4 1.450, H9 1.091
3 C 0.389 -1.281 -2.021  C1 1.489, C5 1.441, H10 1.088
4 C 0.325 0.397 -0.537  C2 1.450, C5 1.348
5 C 0.838 0.059 -1.737  C3 1.441, C4 1.348, H11 1.003
6 C -0.497 1.802 3.262  S7 1.580, H12 1.025
7 S -1.167 2.514 2.021  C6 1.580
8 H -0.765 -2.814 -0.664  C1 1.193
9 H -0.736 -0.659 1.106  C2 1.091
10 H 0.488 -1.720 -3.012  C3 1.088
11 H 1.239 0.668 -2.425  C5 1.003
12 H -0.543 2.283 4.166  C6 1.025
13 H 0.983 1.232 0.490  no bonds

Results
total charge = 0
gap between HOMO and LUMO (spin up / spin down) = 7.68 / 7.11 eV
DFT total energy = -17147.1998 eV
relative energy (zero: lowest compared OMol25 entry of this formula, charge and spin) = 695.36 kJ/mol

***

Molecular formula: C6H6S2
Method: DFT, ωB97M-V/def2-TZVPD

Last columns: bonded neighbours and bond lengths (Å).
Cartesian coordinates (Å):
1 C 3.296 -2.450 0.010  C3 1.220, H9 1.013
2 C -0.141 2.966 0.919  C4 1.225, H10 1.122
3 C 2.166 -2.088 -0.277  C1 1.220, C5 1.376
4 C -1.083 3.126 0.153  C2 1.225, H11 1.089
5 C 0.950 -1.583 -0.677  C3 1.376, S8 1.654, H12 1.002
6 C -1.465 -0.611 -0.420  S7 1.708, S8 1.692, H13 1.083
7 S -2.634 0.599 -0.126  C6 1.708, H14 1.236
8 S 0.062 -0.592 0.306  C5 1.654, C6 1.692
9 H 4.027 -3.043 0.384  C1 1.013
10 H 0.578 2.657 1.723  C2 1.122
11 H -1.923 3.621 -0.332  C4 1.089
12 H 0.390 -2.010 -1.390  C5 1.002
13 H -1.656 -1.081 -1.377  C6 1.083
14 H -2.568 0.489 1.103  S7 1.236

Results
total charge = 0
gap between HOMO and LUMO (spin up / spin down) = 7.12 / 6.72 eV
DFT total energy = -27982.1106 eV
relative energy (zero: lowest compared OMol25 entry of this formula, charge and spin) = 609.39 kJ/mol

***

Molecular formula: C6H7Br
Method: DFT, ωB97M-V/def2-TZVPD

Last columns: bonded neighbours and bond lengths (Å).
Cartesian coordinates (Å):
1 C 0.117 -2.263 0.315  C2 1.319, H8 1.091, H9 1.052
2 C 0.516 -1.101 -0.168  C1 1.319, C3 1.492, C5 1.413
3 C 1.518 -0.198 -0.804  C2 1.492, Br4 2.080, C5 1.471, H10 1.121
4 Br 3.402 -0.050 0.064  C3 2.080
5 C 0.289 0.293 -0.160  C2 1.413, C3 1.471, C6 1.497, C7 1.522
6 C -0.878 1.184 -0.454  C5 1.497, C7 1.481, H11 1.150, H12 1.024
7 C -0.124 1.395 0.804  C5 1.522, C6 1.481, H13 1.086, H14 1.067
8 H -0.740 -2.059 0.957  C1 1.091
9 H 0.715 -3.117 0.176  C1 1.052
10 H 1.639 -0.282 -1.916  C3 1.121
11 H -1.956 0.782 -0.469  C6 1.150
12 H -0.619 1.794 -1.234  C6 1.024
13 H 0.444 2.262 1.127  C7 1.086
14 H -0.567 0.886 1.631  C7 1.067

Results
SMILES = C=C1[C@H](Br)C12CC2
total charge = 0
gap between HOMO and LUMO = 9.69 eV
DFT total energy = -76374.0552 eV
relative energy (zero: lowest compared OMol25 entry of this formula, charge and spin) = 233.02 kJ/mol

***

Molecular formula: C6H7Br
Method: DFT, ωB97M-V/def2-TZVPD

Last columns: bonded neighbours and bond lengths (Å).
Cartesian coordinates (Å):
1 C -2.001 2.496 -1.757  C2 1.176, H8 1.068
2 C -1.270 1.735 -1.238  C1 1.176, C3 1.347
3 C -0.389 0.760 -0.943  C2 1.347, C4 1.358, H9 1.087
4 C -0.451 -0.298 -0.094  C3 1.358, Br5 1.955, C6 1.498
5 Br -2.195 -0.723 0.681  C4 1.955
6 C 0.626 -1.298 0.194  C4 1.498, C7 1.532, H10 1.019, H11 1.127
7 C 1.427 -0.980 1.460  C6 1.532, H12 1.148, H13 1.060, H14 1.050
8 H -2.625 3.359 -1.842  C1 1.068
9 H 0.641 0.835 -1.285  C3 1.087
10 H 0.178 -2.195 0.380  C6 1.019
11 H 1.160 -1.239 -0.796  C6 1.127
12 H 1.907 0.049 1.287  C7 1.148
13 H 0.904 -0.720 2.345  C7 1.060
14 H 2.090 -1.781 1.608  C7 1.050

Results
SMILES = C#C/C=C(\Br)CC
total charge = 0
gap between HOMO and LUMO = 9.41 eV
DFT total energy = -76374.7144 eV
relative energy (zero: lowest compared OMol25 entry of this formula, charge and spin) = 169.43 kJ/mol